130
Properties=species:S:1:pos:R:3:mulliken_charge:R:1 method="wB97M-V/def2-TZVPD" charge=0 spin_multiplicity=1 lumo_ha=-0.0141 homo_ev=-10.125
C 0.85729 -5.07083 -1.18283 -1.82
C -0.56871 -4.58283 -0.85583 0.23
C -1.56571 -5.50083 -1.50883 -0.21
O -1.84571 -6.41683 -0.43883 -0.39
C -1.48671 -5.84583 0.72117 0.36
O -1.71971 -6.42483 1.76617 -0.61
O -0.85071 -4.76683 0.55317 0.02
H 1.18429 -4.81983 -2.11483 0.60
H 1.28729 -6.16583 -1.21783 0.26
H 1.54929 -4.56583 -0.59983 0.36
H -0.44371 -3.73883 -1.28183 0.82
H -1.33871 -5.71383 -2.57383 0.41
H -2.33071 -4.72383 -1.62183 -0.10
C 0.64029 -0.42583 -3.81583 -1.83
C 1.52129 -1.70583 -4.07483 0.25
C 2.91929 -1.31583 -4.67083 -0.85
O 3.65929 -1.60083 -3.50383 -0.45
C 3.02429 -2.28283 -2.54483 0.52
O 3.52429 -2.73983 -1.55483 -0.53
O 1.80329 -2.37183 -2.88983 0.02
H 0.24329 -0.33583 -4.76983 0.60
H 1.14629 0.15217 -3.27583 0.91
H -0.39571 -0.68683 -3.38083 0.01
H 0.83729 -2.36983 -4.82483 0.35
H 2.95629 -0.46783 -4.72983 0.70
H 3.13229 -1.86983 -5.59883 0.26
C 2.00029 7.93117 3.24317 -1.38
C 2.87329 7.07317 2.27317 0.23
C 3.60629 5.94117 2.93417 -0.60
O 2.81629 4.86617 2.58617 -0.20
C 2.09329 5.22217 1.51217 0.45
O 1.29129 4.41117 0.92317 -0.51
O 1.94329 6.48917 1.40417 -0.24
H 2.42329 8.28517 4.17817 0.40
H 0.98729 7.42017 3.50417 0.30
H 1.77429 8.88417 2.95517 0.45
H 3.62429 7.51717 1.80117 0.49
H 3.77829 6.13017 4.03917 0.33
H 4.71329 5.81717 2.55917 0.25
C -3.73571 -1.43883 2.04517 -1.15
C -3.26271 -2.23583 3.21717 0.12
C -1.80971 -2.63583 3.10017 0.26
O -1.16371 -1.85783 4.11417 -0.39
C -1.98971 -1.25083 4.80417 0.70
O -1.61571 -0.71583 5.89217 -0.69
O -3.24271 -1.49983 4.43817 -0.39
H -4.68271 -0.99083 2.06017 0.65
H -3.58871 -2.06283 1.22717 0.25
H -2.97371 -0.67683 1.97017 0.06
H -3.66571 -3.14583 3.54717 0.54
H -1.36971 -2.43583 2.12017 -0.34
H -1.53671 -3.70283 3.06317 0.35
C -6.20971 1.90217 -0.75183 -1.49
C -4.70571 1.78817 -0.86783 1.74
C -3.99171 1.76217 -2.31583 -0.64
O -2.96971 2.66817 -2.19183 -0.19
C -3.11471 3.26817 -1.00083 0.52
O -2.32271 4.14817 -0.64583 -0.62
O -4.06071 2.84917 -0.29883 -0.34
H -6.45071 1.55817 0.29917 0.30
H -6.60671 1.28217 -1.52283 0.37
H -6.52871 3.04517 -0.94883 0.33
H -4.27271 0.89817 -0.43583 -0.63
H -4.67571 2.27417 -3.08383 0.37
H -3.68371 0.81317 -2.45783 0.25
C 1.77929 0.89817 0.13117 -0.42
C 0.43129 0.85917 0.78817 0.30
C -0.57371 1.84717 0.11317 -0.37
O -1.28871 0.99517 -0.78583 0.43
C -1.08771 -0.24883 -0.34683 -0.60
O -1.74971 -1.13283 -0.84583 -0.13
O -0.17171 -0.34083 0.63017 0.41
H 2.33529 1.72217 0.40517 0.46
H 1.67229 0.86517 -0.90483 0.03
H 2.33929 -0.03883 0.44417 -0.57
H 0.32329 1.09517 1.79017 0.74
H -0.14471 2.70817 -0.41583 -0.35
H -1.24871 2.04317 1.05017 0.28
C -6.30371 -2.75283 -3.65283 -1.82
C -6.15671 -2.84283 -2.15983 0.66
C -5.00971 -1.93783 -1.60983 0.42
O -5.62471 -1.35083 -0.51883 0.06
C -6.89171 -1.57283 -0.46983 0.41
O -7.62171 -0.86283 0.26817 -0.64
O -7.27171 -2.40383 -1.35283 -0.32
H -7.01271 -3.31183 -4.12883 0.48
H -5.40871 -2.97883 -4.22283 0.43
H -6.40171 -1.86183 -4.08483 0.57
H -6.00271 -3.97083 -1.68383 0.22
H -4.61171 -1.28383 -2.40883 -0.09
H -4.07171 -2.60783 -1.49983 -0.39
C 7.10929 0.05917 3.95717 -1.24
C 6.80229 0.08317 2.42017 0.41
C 5.38929 -0.68683 2.11517 -0.74
O 4.49829 0.48617 1.87217 -0.08
C 5.15729 1.62217 1.89317 0.46
O 4.60429 2.75917 1.69717 -0.58
O 6.42529 1.42517 2.24017 -0.31
H 7.34929 -0.97383 4.23817 0.36
H 6.46329 0.52617 4.49617 0.44
H 8.15429 0.65817 3.85317 0.28
H 7.42829 -0.23383 1.42617 0.31
H 4.85029 -1.14983 2.84217 0.23
H 5.31329 -1.26583 1.29117 0.44
C 0.33029 3.28917 -3.76883 -0.82
C 0.22329 4.82217 -3.69483 0.53
C 0.66329 5.35017 -2.27583 0.08
O 1.89329 6.00217 -2.52183 -0.33
C 2.16329 6.03317 -3.78883 0.57
O 3.21129 6.59717 -4.26683 -0.66
O 1.20529 5.46917 -4.48783 -0.40
H 1.27529 2.97517 -3.23783 0.22
H 0.39129 3.01717 -4.96483 0.31
H -0.50771 2.92617 -3.12983 0.08
H -0.76371 5.14417 -4.12683 0.31
H 0.92829 4.47417 -1.59283 -0.38
H -0.00571 5.94517 -1.82183 0.50
C 1.89029 -2.36683 1.87517 0.27
C 2.57129 -3.47883 2.78017 0.30
C 1.76229 -4.17383 3.78517 0.06
O 1.84029 -5.57583 3.42917 -0.33
C 2.62429 -5.74383 2.44817 0.50
O 2.87129 -6.78583 2.01217 -0.54
O 3.09329 -4.55683 1.93017 -0.36
H 0.92529 -2.89783 1.40717 -0.39
H 2.53229 -2.06583 1.00717 -0.13
H 1.35229 -1.70783 2.66517 0.38
H 3.44329 -3.10583 3.34217 0.15
H 0.63729 -3.74583 3.98717 -0.19
H 2.24329 -3.92083 4.84017 0.29

***

62
Properties=species:S:1:pos:R:3:lowdin_spin:R:1 method="wB97M-V/def2-TZVPD" charge=0 spin_multiplicity=7 lumo_ha="-0.0606 / 0.0058" homo_ev="-7.654 / -7.694"
O -4.14304 -2.22814 -4.53036 0.00
C -5.20150 -3.24037 -4.34563 0.00
C -5.49930 -3.38661 -5.81939 0.00
H -6.02243 -2.79227 -3.78126 0.00
H -4.85584 -4.17790 -3.89929 0.00
C -4.41112 -2.28657 -5.96681 0.00
H -6.51649 -3.10437 -6.08015 0.00
H -5.19690 -4.34605 -6.24364 0.00
C -4.99206 -0.99753 -6.52165 0.00
H -5.82023 -0.62803 -5.90245 0.00
H -5.38179 -1.20810 -7.52858 0.00
H -4.21362 -0.23359 -6.60022 0.00
C -3.21497 -2.78358 -6.75567 0.00
H -2.78335 -3.67431 -6.27803 0.00
H -2.45963 -1.99101 -6.82956 0.00
H -3.54661 -3.04726 -7.77030 0.00
Eu -0.57189 -0.16471 -0.40451 6.17
C 2.13738 -1.02693 -0.04060 -0.02
C 1.50342 -1.78326 0.98290 -0.01
C 0.69342 -2.77750 0.36723 -0.02
H 1.69000 -1.68681 2.05379 0.00
C 0.82528 -2.63831 -1.05179 -0.01
C 1.70628 -1.53714 -1.30297 -0.01
H 2.03644 -1.19763 -2.28610 0.00
H 2.89080 -0.25263 0.11034 0.00
H 0.13592 -3.56424 0.88623 0.00
H 0.42928 -3.31491 -1.81002 0.00
C 0.67803 2.45137 -0.43665 -0.01
C 1.14347 1.76108 -1.59273 -0.02
C 0.02917 1.56151 -2.46837 -0.02
H 2.17955 1.48199 -1.79529 0.00
C -1.13142 2.12048 -1.83662 -0.01
C -0.72119 2.67107 -0.58262 -0.02
H -1.34592 3.22083 0.11954 0.00
H 1.30165 2.81718 0.37902 0.00
H 0.07618 1.11997 -3.46797 0.00
H -2.14049 2.13596 -2.25418 0.00
O -2.84771 -0.79889 -1.54538 -0.01
C -2.23564 -1.50428 -2.66871 0.00
C -2.37977 -2.99662 -2.40557 0.00
H -1.18543 -1.17328 -2.83431 0.00
H -2.81232 -1.22824 -3.56384 0.00
C -3.66067 -3.04742 -1.55897 0.00
H -1.53350 -3.39936 -1.83640 0.00
H -2.47341 -3.52959 -3.35026 0.00
C -3.62365 -1.76325 -0.73889 0.00
H -3.72196 -3.94674 -0.94980 0.00
H -4.52961 -2.99696 -2.23073 0.00
H -3.09682 -1.94740 0.21786 0.00
H -4.60694 -1.29621 -0.54689 0.00
F 0.77069 2.49634 6.62011 0.00
C 0.41998 1.96930 5.43453 0.00
C -0.91345 1.63480 5.18947 0.00
F -1.83418 1.82350 6.16394 0.00
C -1.28867 1.12132 3.96485 0.00
F -2.57759 0.79849 3.72757 0.00
C -0.33959 0.92583 2.92053 0.00
O -0.69111 0.45165 1.76844 -0.02
C 1.00699 1.28480 3.21266 0.00
F 1.95128 1.13372 2.23911 0.00
C 1.38261 1.77863 4.44131 0.00
F 2.67699 2.07613 4.68996 0.00

***

85
Properties=species:S:1:pos:R:3:mulliken_charge:R:1 method="wB97M-V/def2-TZVPD" charge=+4 spin_multiplicity=1 lumo_ha=-0.5221 homo_ev=-19.017
N -5.71787 -1.01178 3.99609 -0.40
C -4.83793 -0.17147 4.53714 -0.46
C -4.25452 0.87809 3.77163 -0.39
C -4.29378 0.72750 2.36152 0.56
C -5.11222 -0.29336 1.80483 -0.49
C -5.90095 -1.06443 2.68443 -0.55
C -3.48880 1.59066 1.51308 -0.26
Hf 0.09487 1.17618 -0.37747 0.50
P 2.41061 0.50101 -1.37118 1.88
C -3.32448 1.36424 0.17507 0.22
C -2.42151 2.18163 -0.66313 -0.70
C -2.50780 2.04288 -2.09861 -0.63
C -1.33226 2.30736 -2.81202 -0.32
C -0.28659 2.92496 -2.11108 0.11
C -0.38249 3.49233 -0.80584 -1.06
C -1.59020 3.19518 -0.08354 -0.16
Br 1.16260 3.67541 -3.45558 0.15
H -2.76350 2.24389 2.05103 0.33
H -3.73943 0.48846 -0.36359 0.53
H -3.81530 1.80417 4.17141 0.45
H -5.22085 -0.43100 0.71700 0.53
H -4.64549 -0.22237 5.60697 0.43
H -6.71466 -1.66819 2.27002 0.41
H -3.44351 1.78360 -2.61788 0.59
H -2.07720 3.83782 0.67936 0.78
H -1.07370 2.04389 -3.85065 0.58
H 0.42690 4.13275 -0.45149 0.92
P -0.70274 -1.46020 -0.40007 1.44
C 3.01450 2.17278 -0.86374 -0.53
C 3.84723 2.92173 -1.92190 -1.63
H 3.62362 2.05039 0.05687 0.52
H 2.15884 2.83117 -0.60287 0.56
H 3.96048 3.97153 -1.58231 0.39
H 4.83871 2.47992 -2.09024 0.39
H 3.31862 2.94529 -2.89039 0.09
C 2.06583 0.32799 -3.17719 0.25
C 3.16084 0.47049 -4.24271 -1.58
H 1.29309 1.09142 -3.37649 -0.10
H 1.59591 -0.66888 -3.27587 0.16
H 2.62424 0.63832 -5.19192 0.42
H 3.83638 1.32382 -4.07911 0.35
H 3.76148 -0.44663 -4.35780 0.39
C 3.90498 -0.53683 -1.21141 -0.65
C 5.22461 0.18839 -1.50903 -1.54
H 3.74709 -1.34207 -1.95178 0.59
H 3.93824 -1.00754 -0.21408 0.44
H 6.06551 -0.52645 -1.46245 0.48
H 5.21880 0.62879 -2.51784 0.26
H 5.44696 0.99987 -0.80095 0.36
C 0.20046 -2.81289 0.55116 -0.94
C 1.69597 -2.99947 0.37432 -1.15
H -0.30865 -3.73811 0.24355 0.77
H -0.03142 -2.70614 1.61845 -0.01
H 1.95356 -4.03568 0.64779 0.43
H 2.01341 -2.83951 -0.66194 0.23
H 2.28812 -2.35077 1.03245 0.15
C -0.41042 -2.11700 -2.08543 -0.93
C -1.41957 -1.68649 -3.14695 -1.16
H -0.46772 -3.20597 -1.96455 0.58
H 0.62486 -1.89673 -2.37035 0.46
H -1.22766 -2.22769 -4.08287 0.49
H -2.43969 -1.94046 -2.84144 0.30
H -1.39888 -0.61967 -3.39155 0.16
C -2.37989 -2.31576 -0.12013 -0.79
C -2.77794 -3.15957 1.11271 -1.51
H -2.43238 -2.98234 -0.99679 0.70
H -3.10917 -1.51395 -0.30500 0.30
H -3.74643 -3.64672 0.91995 0.43
H -2.06180 -3.97220 1.32396 0.36
H -2.94604 -2.57013 2.02697 0.28
C 3.46920 0.61584 3.48715 -1.25
C 2.08505 0.32773 3.08019 1.12
C 1.07046 -0.45409 3.61782 -1.76
C 0.00324 -0.39955 2.73395 0.20
N 0.34100 0.41905 1.66687 -0.04
N 1.57981 0.88597 1.97862 0.20
C -1.27199 -1.11976 2.80337 -0.48
H 3.52290 1.48151 4.16058 0.34
H 3.90342 -0.22911 4.03155 0.40
H 4.12822 0.82445 2.63500 0.31
H 1.13403 -1.05910 4.51737 0.57
H 2.13876 1.41758 1.32379 -0.24
H -1.13149 -2.21510 2.67796 0.47
H -1.78598 -1.03885 3.78846 0.62
H -1.89848 -0.70206 1.99886 -0.22